Entry 1:
# C5H7N

One molecule with the formula C5H7N (the ωB97M-V functional and the def2-TZVPD basis, the OMol25 dataset).

XYZ file:
```
13
Properties=species:S:1:pos:R:3
C -1.02414 -0.73862 0.82794
C -0.34003 -0.91122 -0.48619
C -0.99391 0.41156 -0.14948
C 0.39482 1.09802 -0.24735
N 1.25066 0.50740 0.78422
C 1.03824 -0.19621 -0.50111
H -1.99845 -1.21454 0.89882
H -0.43764 -0.73422 1.73974
H -0.63993 -1.62582 -1.24491
H -1.91100 0.83847 -0.54095
H 0.59999 2.04878 -0.73052
H 2.16424 0.95515 0.75664
H 1.88148 -0.44910 -1.13345
```

**2S+1**: 1
**LUMO energy**: 1.18 eV
**Energy relative to the best compared isomer or geometry (same formula, charge and spin)**: 3.562 eV
**Calculated total energy**: -6784.9506 eV
**SMILES**: C1[C@@H]2[C@H]1[C@@H]1N[C@H]21

=====

Entry 2:
# C5H7N

One molecule with the formula C5H7N (the ωB97M-V functional and the def2-TZVPD basis, the OMol25 dataset).

XYZ file:
```
13
Properties=species:S:1:pos:R:3
C 0.75827 -1.45374 -0.29577
C 1.09249 -0.19805 -0.76001
C 0.61552 0.99136 -0.18920
C -0.74586 1.18802 0.31917
N -1.76232 0.19447 0.01517
C -0.85339 -0.05859 1.04104
H 0.75716 -1.71038 0.75159
H 0.74756 -2.29834 -0.99008
H 1.74369 -0.10828 -1.63493
H 1.25466 1.87619 -0.15902
H -1.09699 2.17071 0.61330
H -1.60222 -0.37280 -0.81706
H -0.90856 -0.22057 2.10580
```

**2S+1**: 1
**LUMO energy (spin up / spin down)**: 0.36 / 0.21 eV
**Energy relative to the best compared isomer or geometry (same formula, charge and spin)**: 5.825 eV
**Calculated total energy**: -6782.6875 eV

=====

Entry 3:
# C5H7N

One molecule with the formula C5H7N at a distorted geometry (the ωB97M-V functional and the def2-TZVPD basis, the OMol25 dataset).

XYZ file:
```
13
Properties=species:S:1:pos:R:3
C 1.86852 0.21089 -0.07483
C 0.69576 1.33974 0.21950
C -1.13280 -0.18648 -0.78659
C -0.99257 -0.55474 0.67227
C -0.59673 0.79355 0.16101
N 1.88064 -0.99041 -0.12915
H 1.12769 1.77279 1.00836
H 0.91056 2.00766 -0.66518
H -0.55251 -0.74649 -1.59535
H -2.17033 0.02038 -1.23113
H -1.80379 -0.67854 1.35856
H -0.25307 -1.27361 1.06311
H 1.01862 -1.71474 -0.00058
```

**2S+1**: 3
**LUMO energy (spin up / spin down)**: 1.16 / -1.33 eV
**Energy relative to the best compared isomer or geometry (same formula, charge and spin)**: 1.891 eV
**Calculated total energy**: -6781.7034 eV

=====

Q: calculated total energy of number 2 (C5H7N)?
A: -6782.6875 eV

=====

Q: The highest energy relative to the best compared isomer or geometry (same formula, charge and spin) belongs to which entry?
A: number 2

=====

Q: Which formula does entry 3 have?
A: C5H7N

=====

Q: The lowest calculated total energy belongs to which entry?
A: number 1